Record 1
This record from the Open Molecules 2025 dataset describes a 2-piece molecular cluster, C3H6F2O2PS overall. The level of theory is ωB97M-V/def2-TZVPD.

Output
Energy above the lowest of the compared OMol25 structures with the same formula, charge and spin: 244.3 kJ/mol
Net charge: -1
E_LUMO (spin up / spin down): 0.128 / 0.128 Eh
Gap between HOMO and LUMO (spin up / spin down): 6.9 / 6.9 eV

Cartesian coordinates (Å):
C (-0.3236, 0.3075, 0.3036)
C (-0.2530, -0.8651, -0.5888)
C (1.0141, -1.7309, -0.2544)
O (4.5178, -0.5829, 0.5398)
O (2.5563, 0.3406, 1.6725)
F (1.2603, -2.6425, -1.1994)
F (0.7857, -2.4382, 0.8821)
P (3.2748, 0.0537, 0.2032)
S (3.0185, 1.5280, -1.0450)
H (0.3434, 1.3103, 0.0144)
H (0.0981, 0.0669, 1.2793)
H (-1.3636, 0.6971, 0.3373)
H (-1.0956, -1.5353, -0.5854)
H (-0.1712, -0.6387, -1.7222)
H (2.9279, -0.1427, 2.3929)

=====

Record 2
This record from the Open Molecules 2025 dataset describes a 2-piece molecular cluster, C3H6F3N overall. The level of theory is ωB97M-V/def2-TZVPD.

Output
Energy above the lowest of the compared OMol25 structures with the same formula, charge and spin: 293.2 kJ/mol
E_LUMO: 0.030 Eh
Gap between HOMO and LUMO: 10.0 eV

Cartesian coordinates (Å):
C (-1.7282, 1.8286, -0.4617)
C (-1.2232, -0.3293, 0.4820)
C (2.4346, -1.7279, -0.2362)
N (-1.5702, 0.8988, 0.5921)
F (-1.0951, -1.0303, 1.6359)
F (3.6143, -1.0987, -0.0782)
F (2.6864, -2.8596, -1.0795)
H (-2.6445, 2.4257, -0.3808)
H (-0.8485, 2.4305, -0.4693)
H (-1.7314, 1.1944, -1.3774)
H (1.6890, -1.1812, -0.9150)
H (2.1178, -1.8602, 0.7768)
H (-1.7010, 1.3093, 1.5113)